# 1
Below is an isolated molecule of C22H23FN2O7S at a distorted geometry, with properties calculated with ωB97M-V/def2-TZVPD.

Last column: Löwdin charge in e.
Positions of all 56 atoms, in Å:
O1 -2.872425 -0.403048 -3.199073  0.0850
C1 -2.706476 0.522184 -2.439834  -0.4378
N1 -1.573326 0.788545 -1.744493  0.1561
C2 -0.429463 -0.008625 -1.658603  -0.2035
C3 -0.124413 -0.995449 -2.595178  0.0036
C4 1.003940 -1.780753 -2.436004  -0.0477
C5 1.836424 -1.603202 -1.342619  -0.0702
C6 1.527845 -0.616053 -0.426753  -0.2775
C7 0.424194 0.195225 -0.575561  -0.0007
H1 0.212865 0.940364 0.176148  0.1297
S1 2.579022 -0.385547 1.007248  0.6567
O2 1.835723 0.300519 2.019483  -0.2695
O3 3.196527 -1.637011 1.330536  -0.2758
N2 3.788666 0.643282 0.504689  -0.2332
C8 4.724180 0.109747 -0.458183  -0.1750
H2 4.267737 0.047063 -1.458985  0.1306
C9 5.934462 1.045968 -0.511678  -0.1824
H3 6.440885 1.034817 0.463855  0.1317
O4 5.540402 2.359659 -0.834027  -0.1264
C10 4.630193 2.866278 0.114860  -0.1820
C11 3.375791 1.991992 0.191621  -0.1735
H4 2.846120 2.027606 -0.773948  0.1322
H5 2.711523 2.324442 0.988446  0.1239
H6 5.103534 2.902825 1.106187  0.1319
H7 4.379174 3.876476 -0.211504  0.1299
H8 6.630480 0.735418 -1.292232  0.1297
H9 5.010472 -0.885424 -0.119863  0.1232
H10 2.692247 -2.234546 -1.169139  0.1173
H11 1.223959 -2.548608 -3.160923  0.1144
H12 -0.785297 -1.155282 -3.430726  0.1081
H13 -1.602219 1.576270 -1.097867  0.1165
C12 -3.817408 1.554889 -2.175387  -0.0452
H14 -3.426255 2.565623 -2.337357  0.1399
H15 -4.648564 1.351078 -2.852322  0.1398
O5 -4.362686 1.458155 -0.859899  0.0257
C13 -3.739403 2.095112 0.134395  -0.4811
O6 -2.693503 2.680938 -0.009303  0.1089
C14 -4.489248 1.962354 1.433297  -0.0634
H16 -4.065176 2.668011 2.148279  0.1313
H17 -5.544116 2.180510 1.265507  0.1298
C15 -4.335467 0.531888 1.977145  -0.0856
C16 -2.865980 0.266353 2.287626  -0.3560
O7 -2.297304 0.945256 3.110501  0.1090
C17 -2.167516 -0.833221 1.575551  -0.1383
C18 -2.642629 -1.437538 0.410852  -0.0201
C19 -1.926019 -2.452026 -0.193787  0.0055
C20 -0.735697 -2.867077 0.379730  -0.2629
C21 -0.230066 -2.282715 1.528621  0.0018
C22 -0.949532 -1.261333 2.114178  -0.0003
H18 -0.571492 -0.766654 2.995247  0.1235
H19 0.713092 -2.610158 1.935651  0.1215
F1 -0.048034 -3.860209 -0.212157  0.0778
H20 -2.276531 -2.915744 -1.102132  0.1283
H21 -3.559511 -1.114889 -0.057790  0.1074
H22 -4.759890 -0.189102 1.283848  0.1048
H23 -4.878377 0.468884 2.922616  0.1324

Atoms 1-3, force components in eV/Å:
O -0.10 -0.31 -0.25
C -0.35 0.54 0.33
N 0.29 0.29 0.25

## Properties
ΔE to the lowest compared entry with this formula, charge and spin in kJ/mol: 0.0
Total charge: 0
HOMO-LUMO gap in eV: 9.2
F_max in Eh/bohr: 0.01992
SMILES: O=C(COC(=O)CCC(=O)c1ccc(F)cc1)Nc1cccc(S(=O)(=O)N2CCOCC2)c1

---

# 2
Below is an isolated molecule of C5H6O, with properties calculated with ωB97M-V/def2-TZVPD.

Last column: Löwdin charge in e.
Positions of all 12 atoms, in Å:
C1 -1.277824 0.949267 0.039080  -0.0171
C2 -0.946749 -0.509710 -0.187848  -0.4501
O1 -1.682914 -1.404282 0.154356  0.0897
C3 0.420166 -0.806392 -0.816934  -0.1376
C4 1.435101 -0.358406 0.138957  -0.1433
C5 2.141402 0.025589 1.035241  0.1213
H1 -2.361194 1.081060 0.026764  0.0854
H2 -0.802569 1.600665 -0.700465  0.0843
H3 -0.903240 1.244430 1.025467  0.0909
H4 0.517982 -0.277554 -1.773957  0.1242
H5 0.492850 -1.882032 -1.001073  0.1231
H6 2.758371 0.352218 1.842477  0.0290

Atoms 1-3, force components in eV/Å:
C -0.08 0.04 -0.01
C -0.24 -0.14 0.13
O 0.24 0.32 -0.24

## Properties
ΔE to the lowest compared entry with this formula, charge and spin in kJ/mol: 153.7
Total charge: 0
HOMO-LUMO gap in eV: 10.6
F_max in Eh/bohr: 0.01133
SMILES: C#CCC(C)=O

---

# 3
Below is a cluster of 2 separate species, C22H28NO10P2 in total at a distorted geometry, with properties calculated with ωB97M-V/def2-TZVPD.

Last column: Löwdin charge in e.
Positions of all 63 atoms, in Å:
C1 3.660123 -1.856227 0.117849  -0.0019
C2 2.722180 -1.168618 -0.184321  -0.2015
P1 1.196335 -0.246899 -0.815679  0.5162
C3 0.148574 -1.362171 0.311336  -0.2972
C4 -1.315943 -0.945641 0.495056  -0.1857
C5 -1.629315 0.467457 0.908287  -0.4413
O1 -2.700950 0.944681 0.623821  0.0880
N1 -0.693611 1.241489 1.701901  0.1014
C6 -0.702549 2.625902 1.385991  -0.2616
C7 -0.989404 3.583881 2.356639  -0.0361
C8 -0.941675 4.929991 2.011715  -0.1133
C9 -0.633772 5.353355 0.728676  -0.1153
C10 -0.376979 4.395399 -0.252959  -0.0729
C11 -0.404128 3.052744 0.093803  -0.0201
O2 2.135795 0.849642 -1.800323  -0.2819
C12 1.487932 0.871584 -3.030620  -0.2716
C13 1.132072 -0.582040 -3.425874  -0.5958
O3 2.022655 -1.323429 -4.230522  -0.0903
C14 2.658532 -0.642937 -5.295457  -0.2231
C15 1.746798 -0.173916 -6.431118  -0.2439
C16 1.344983 1.308253 -6.378183  -0.1080
P2 -0.637592 -0.902000 -4.044797  0.9162
O4 -1.109174 -2.226199 -3.195221  -0.2723
O5 -1.537312 0.411251 -3.578984  -0.3176
O6 1.155722 -1.300444 -2.195381  -0.2822
H1 4.557946 -2.202384 0.563716  -0.0186
H2 1.344367 0.689973 0.250109  0.0220
H3 -0.074035 0.285107 -1.317769  0.0302
H4 0.117588 -2.349377 -0.157854  0.0776
H5 0.607850 -1.512464 1.287522  0.0585
H6 -1.727463 -1.566543 1.292258  0.0918
H7 -1.931849 -1.149139 -0.376499  0.0991
H8 -0.898192 1.131325 2.686741  0.1090
H9 -1.244933 3.282156 3.362631  0.1006
H10 -1.134564 5.686799 2.761456  0.0908
H11 -0.599529 6.399580 0.462731  0.0880
H12 -0.131734 4.663412 -1.268484  0.0994
H13 -0.194220 2.308365 -0.662364  0.0833
H14 0.550479 1.441890 -3.079878  0.0868
H15 2.151907 1.416850 -3.701346  0.1005
H16 3.329137 -1.381094 -5.732572  0.1146
H17 3.306486 0.164570 -4.949947  0.1144
H18 2.268940 -0.321737 -7.379746  0.0947
H19 0.854148 -0.790496 -6.492154  0.0699
H20 0.544822 1.432271 -5.648523  0.0517
H21 2.180529 1.878992 -5.974900  0.0641
H22 1.048141 1.700951 -7.344206  0.0623
H23 -2.069245 -2.292148 -3.186138  0.0452
H24 -1.894900 0.336503 -2.679299  0.0413
C17 -0.396774 -2.371599 6.890821  0.0701
C18 -0.237795 -1.746793 5.714547  -0.2307
C19 -1.187976 -1.964638 4.568382  -0.2900
O7 -0.988374 -1.344839 3.544224  0.1146
C20 -2.285082 -2.903054 4.748358  0.0845
C21 -2.437285 -3.527411 5.921965  -0.2385
C22 -1.504928 -3.288663 7.076652  -0.3201
O8 -1.724693 -3.883840 8.117640  0.0948
O9 -3.416022 -4.397904 6.157632  0.1084
O10 0.754200 -0.902126 5.476605  0.1271
H25 0.277170 -2.221832 7.722138  0.1335
H26 -2.951129 -3.064744 3.912459  0.1384
H27 -3.291033 -4.693123 7.079428  0.1157
H28 0.644246 -0.597290 4.553106  0.1269

Atoms 1-3, force components in eV/Å:
C 0.78 0.08 0.76
C -0.77 0.48 -1.02
P 0.21 -0.33 1.52

## Properties
Total charge: -1
HOMO-LUMO gap in eV: 4.7
F_max in Eh/bohr: 0.05953

---

# 4
Below is an isolated molecule of CHFIPS at a distorted geometry, with properties calculated with ωB97M-V/def2-TZVPD.

Last column: Löwdin charge in e.
Positions of all 6 atoms, in Å:
C1 -0.236008 -0.762862 -0.222126  -1.0423
F1 -1.122635 1.430276 -0.107316  -0.4206
P1 0.284254 0.885527 -0.677329  0.4405
S1 0.682882 -2.090087 -0.189504  0.6046
I1 1.713985 1.141478 1.292487  0.3924
H1 -1.322478 -0.604332 -0.096211  0.0254

Atoms 1-3, force components in eV/Å:
C 0.30 -1.02 -0.49
F 0.00 1.09 -0.18
P 0.23 0.44 0.50

## Properties
ΔE to the lowest compared entry with this formula, charge and spin in kJ/mol: 12.8
Total charge: 0
HOMO-LUMO gap in eV: 7.6
F_max in Eh/bohr: 0.02461
SMILES: FP(I)C=S

---

- Which of these has the highest HOMO-LUMO gap?
  C5H6O

---

- Among the records above, which one has the lowest F_max?
  C5H6O